Entry from OMol25: a structure of composition Fe2H34O21P (ωB97M-V/def2-TZVPD).

XYZ file:
```
58
Properties=species:S:1:pos:R:3:forces:R:3:lowdin_spin:R:1
Fe 2.4285 0.1554 -1.1683 1.369 0.507 -0.643 3.701
Fe -1.9552 0.0211 1.5142 -1.444 -0.565 0.541 3.708
P -0.0462 0.0722 -0.2033 0.964 -0.192 2.274 0.019
O -0.9206 -1.1347 0.2337 1.145 0.183 -1.989 0.060
O 1.3709 0.0889 0.5133 -1.849 -0.002 0.663 0.068
O -0.9542 1.2114 0.3962 1.966 1.014 -1.826 0.063
O 0.4808 0.1771 -1.6465 -1.386 -0.243 -0.108 0.048
O 2.6036 -1.8103 -1.1155 0.249 -1.409 -0.312 0.041
H 3.1370 -2.2693 -0.4666 0.156 -0.142 0.487 0.003
H 2.5403 -2.4213 -1.8496 -0.184 -0.227 -0.381 0.003
O 4.0268 0.2614 0.1622 0.963 -0.006 0.198 0.035
H 4.4564 1.0787 0.4145 0.295 0.292 -0.103 0.002
H 3.8645 -0.1900 0.9904 -0.173 -0.497 0.478 0.001
O 0.3447 3.5723 0.7396 0.494 0.693 -0.401 0.002
H -0.1151 2.7572 0.5387 -0.513 -0.635 0.083 0.001
H 0.4120 3.5809 1.6944 0.282 0.029 0.245 0.000
O 2.4592 2.1727 -1.0194 0.183 1.011 -0.258 0.033
H 3.1217 2.8271 -0.7979 0.223 0.199 -0.026 0.004
H 1.6281 2.5809 -0.7767 -0.595 0.494 0.322 0.001
O -1.6652 0.9561 -2.7439 -0.921 0.196 -0.644 0.003
H -1.9376 1.4342 -1.9607 -0.398 0.258 0.206 0.000
H -0.8654 0.5006 -2.4810 0.058 0.285 -0.171 0.001
O 2.2217 -1.4912 2.4617 0.542 -0.751 0.507 0.002
H 2.0954 -1.1952 3.3632 0.293 -0.001 0.326 0.000
H 1.8532 -0.7896 1.9249 -0.604 0.386 -0.813 0.001
O 0.9401 -0.1098 -4.4683 0.087 0.120 -0.353 0.000
H 0.6505 -0.1153 -3.5560 -0.654 0.157 0.529 0.000
H 0.9080 -1.0283 -4.7358 0.011 -0.240 -0.401 0.000
O -0.2290 -3.1946 1.5964 -0.376 -1.032 0.886 0.000
H 0.4604 -2.8608 2.1705 0.468 0.030 0.072 0.000
H -0.3679 -2.4961 0.9569 0.039 0.580 -0.561 0.000
O -2.7698 -3.5915 -0.3039 -0.656 -0.035 0.214 0.000
H -2.4739 -3.0161 -1.0093 0.402 -0.056 -0.475 0.000
H -2.2685 -3.3101 0.4615 0.343 -0.085 0.081 0.000
O 2.0200 1.6015 2.5756 -0.054 0.473 1.147 0.001
H 2.9732 1.5155 2.5890 0.180 0.113 0.305 0.000
H 1.7510 1.1653 1.7671 -0.324 -0.326 -1.124 0.000
O -2.6066 3.0678 -0.7287 -0.634 0.192 -0.060 0.000
H -2.0263 3.3923 -1.4174 0.109 0.361 -0.200 0.000
H -2.0386 2.5449 -0.1630 0.281 -0.306 0.065 0.000
O 3.1031 0.4123 -3.1792 1.073 0.019 0.763 0.037
H 3.8543 0.3850 -3.7718 0.434 -0.059 0.121 0.003
H 2.3428 0.4687 -3.7580 -0.940 -0.100 -0.940 0.001
O -1.3437 -1.9807 -2.5162 -0.308 -0.590 -0.195 0.001
H -0.5291 -1.8915 -3.0108 -0.025 -0.101 -0.086 0.000
H -1.2624 -1.3468 -1.8035 -0.008 0.022 0.159 0.001
O -3.1354 1.6306 2.1559 -0.306 0.024 0.392 0.033
H -2.9196 2.5629 2.1321 0.264 0.451 -0.295 0.002
H -3.8745 1.5707 2.7612 -0.317 -0.113 0.215 0.002
O -3.5560 -0.2531 -0.0077 -0.179 0.196 0.168 0.029
H -4.4833 -0.0255 0.0602 -0.261 0.349 -0.031 0.002
H -3.5235 -0.9273 -0.6864 0.249 -0.389 -0.310 0.001
O -2.9122 -1.5660 2.3392 -0.651 -0.442 0.845 0.032
H -2.5722 -2.4290 2.5756 0.627 -0.454 -0.026 0.002
H -3.8631 -1.6758 2.3343 -0.378 0.044 -0.150 0.002
O -0.5473 -0.2039 3.0253 0.123 0.082 0.567 0.044
H 0.1428 0.4353 3.2029 0.539 0.666 -0.107 0.002
H -0.4286 -0.8775 3.6949 -0.273 -0.430 0.126 0.003
```
Positions in Å, forces in eV/Å.

The calculation puts the energy at -4469.2674 Eh. Its expectation value of S² is 20.013. The highest occupied orbital energy (alpha / beta) comes out at -12.025 / -11.395 eV. The value obtained for the largest force on an atom is 2.9 eV/Å. The energy above the lowest of the compared OMol25 structures with the same formula, charge and spin is 1.4896 eV. Its spin multiplicity is 9. The value obtained for the LUMO energy (alpha / beta) is -0.1099 / -0.1099 Eh. As for the total charge: +1. The calculation puts the frontier orbital gap (alpha / beta) at 9.03 / 8.40 eV.